Computed, not measured: a molecular structure, C35H56Br51N2O4S, with the ωB97M-V functional and the def2-TZVPD basis.

Structure (XYZ):
```
149
Properties=species:S:1:pos:R:3:lowdin_charge:R:1
C 6.68564 0.20050 2.57143 -0.13
O 6.57948 0.39266 1.17227 -0.19
C 5.23197 0.53197 0.81745 -0.25
C 4.57232 -0.86822 0.62442 -0.17
C 3.69483 -0.89074 -0.66491 -0.19
C 2.25824 -0.37616 -0.37275 -0.20
C 2.22204 1.08653 -0.82177 -0.29
S 0.54736 1.81687 -0.79320 1.21
C 0.52748 2.95184 -2.20823 -0.27
C 0.19712 4.43209 -1.83458 -0.20
C 0.07545 4.72543 -0.33288 -0.20
C 1.43958 4.78089 0.42379 -0.23
N 1.36693 3.88955 1.59613 -0.17
C 2.71858 3.59411 2.10266 -0.05
C 0.53705 4.42936 2.62509 -0.53
C -0.75256 3.67479 2.91190 0.01
O 0.78255 5.38911 3.20587 0.16
O -0.45914 0.53571 -0.98555 -0.34
C -1.65807 0.85248 -1.70883 -0.23
C -2.48113 1.99069 -1.11812 -0.21
N -3.12637 1.68663 0.15622 -0.03
C -4.53946 1.39573 0.00095 -0.25
C -5.06241 0.40097 1.06259 -0.40
C -6.03927 -0.59773 0.37155 -0.06
O -5.71929 1.11132 2.09737 -0.02
H 6.12202 -0.69675 2.86148 0.09
H 6.31326 1.07775 3.11299 0.01
H 7.72298 0.03306 2.84289 0.04
H 4.68711 1.06605 1.61021 0.11
H 5.12329 1.08964 -0.11288 0.05
H 3.90896 -1.10313 1.45782 0.11
H 5.38305 -1.59389 0.54886 -0.01
H 3.69491 -1.92354 -1.01757 0.12
H 4.16460 -0.29917 -1.45583 0.02
H 2.00777 -0.51650 0.67623 0.11
H 1.59640 -0.96759 -1.00363 0.11
H 2.94046 1.72691 -0.31326 0.08
H 2.50528 1.08807 -1.88076 0.06
H -0.12277 2.65082 -3.02599 0.10
H 1.54070 2.94146 -2.62224 0.08
H 1.00615 5.06250 -2.20972 0.10
H -0.69872 4.73726 -2.37356 0.11
H -0.36597 5.72541 -0.25197 0.11
H -0.59550 4.06107 0.21182 0.07
H 1.54739 5.81595 0.81079 -0.07
H 2.27551 4.52577 -0.23325 0.13
H 3.31356 4.49866 2.27653 0.10
H 3.24967 2.99362 1.36506 0.05
H 2.58848 3.03801 3.03110 0.10
H -0.89570 3.52181 3.99410 0.06
H -1.60151 4.24136 2.52577 0.09
H -0.75303 2.69369 2.43770 0.07
H -2.27816 -0.04526 -1.65488 0.14
H -1.48032 0.99768 -2.77846 0.10
H -3.29354 2.16783 -1.82776 0.06
H -1.94572 2.94173 -1.03225 0.09
H -2.63993 0.97535 0.67786 0.10
H -5.17232 2.28192 0.06279 0.08
H -4.75150 0.91491 -0.96049 0.05
H -4.23520 -0.20914 1.45664 0.13
H -5.43539 -1.32930 -0.16935 0.08
H -6.58895 -0.02537 -0.37817 0.06
H -6.69807 -1.07633 1.09576 0.04
H -6.29485 0.46154 2.49630 0.08
C 8.17487 2.10579 6.07466 -1.60
Br 6.36825 2.40641 5.45276 0.60
Br 8.23699 0.75677 7.44875 0.59
Br 9.38376 1.70804 4.62708 0.57
H 8.51160 3.02978 6.52086 -0.03
C 5.26043 1.77120 -4.40818 -1.62
Br 5.97932 1.08563 -2.75670 0.68
Br 3.53706 0.99238 -4.80795 0.58
Br 5.19094 3.69643 -4.41024 0.58
H 5.93652 1.47395 -5.19830 -0.14
C -6.08383 1.57976 -4.05129 -1.56
Br -4.29674 0.87617 -4.29404 0.64
Br -7.41716 0.18973 -4.11583 0.59
Br -6.20709 2.61789 -2.43502 0.71
H -6.28256 2.24447 -4.87956 -0.03
C 0.14313 -4.08065 3.20185 -1.64
Br -0.41866 -2.23717 3.07828 0.54
Br -0.04278 -5.00033 1.51932 0.55
Br 1.92692 -4.24079 3.91051 0.57
H -0.51999 -4.56639 3.90307 -0.03
C -8.34396 -4.01028 -0.95401 -1.60
Br -8.01844 -2.52399 -2.14912 0.55
Br -6.99966 -5.37768 -1.11923 0.56
Br -8.54857 -3.44050 0.88072 0.57
H -9.28693 -4.44835 -1.25267 -0.12
C 7.86209 1.49234 -8.18599 -1.60
Br 7.71236 0.30240 -6.67187 0.61
Br 6.13632 1.89663 -8.94466 0.58
Br 8.84138 3.08694 -7.73935 0.56
H 8.42922 0.97057 -8.94334 -0.03
C 13.01247 2.14280 -7.21491 -1.63
Br 13.17150 3.99239 -6.69458 0.57
Br 11.69454 1.21699 -6.15520 0.54
Br 12.66464 1.95804 -9.10301 0.56
H 13.96517 1.67369 -7.01953 -0.03
C -1.35427 5.59351 6.85409 -1.64
Br -1.85990 7.16797 7.84263 0.58
Br -0.51161 4.27601 7.98231 0.57
Br -2.84722 4.84946 5.88373 0.58
H -0.62128 5.89974 6.12078 -0.04
C -10.43006 -7.34096 -2.77111 -1.59
Br -10.04818 -5.80192 -3.87244 0.59
Br -9.09235 -8.71390 -2.96886 0.59
Br -10.66690 -6.84191 -0.92326 0.57
H -11.36641 -7.75509 -3.11509 -0.03
C -12.30185 -2.34010 1.43240 -1.66
Br -12.08558 -0.49697 1.95585 0.57
Br -13.82766 -3.15339 2.28336 0.58
Br -12.36631 -2.53381 -0.48486 0.56
H -11.42563 -2.87227 1.77424 -0.08
C -4.09917 -7.68182 1.28907 -1.62
Br -3.84409 -5.88821 1.94907 0.54
Br -5.68733 -8.47714 2.02424 0.55
Br -4.07654 -7.75197 -0.63966 0.56
H -3.26049 -8.26827 1.63447 -0.03
C -9.94205 -7.91269 2.94169 -1.57
Br -9.64986 -7.96222 4.84885 0.58
Br -9.59569 -6.15546 2.20475 0.50
Br -8.93977 -9.28052 2.02155 0.51
H -10.98870 -8.12497 2.77764 -0.02
C -3.16285 1.99634 -7.85513 -1.66
Br -3.81950 3.78463 -8.14973 0.57
Br -3.44372 0.86606 -9.38839 0.59
Br -1.31319 1.99786 -7.29916 0.54
H -3.73632 1.57789 -7.04153 -0.11
C 2.27734 9.15695 -0.45322 -1.59
Br 4.13921 9.63618 -0.35746 0.60
Br 1.78844 8.52205 -2.21048 0.57
Br 1.79676 7.88144 0.91617 0.73
H 1.70626 10.05525 -0.26902 -0.03
C 13.91302 1.71249 3.86216 -1.63
Br 13.33738 3.23433 4.89654 0.56
Br 14.80586 0.40025 4.95461 0.58
Br 12.45482 0.93622 2.86460 0.54
H 14.63347 2.07134 3.14238 -0.03
C 7.63977 -4.10267 1.39598 -1.60
Br 6.10306 -4.43117 2.51580 0.57
Br 7.17107 -3.06499 -0.16079 0.65
Br 9.08329 -3.29212 2.38172 0.59
H 7.99062 -5.06211 1.04606 -0.03
C -7.42181 -12.53221 4.41816 -1.61
Br -7.15791 -10.72918 5.05672 0.53
Br -8.99140 -13.34038 5.19034 0.58
Br -7.44897 -12.61761 2.48808 0.55
H -6.57214 -13.11129 4.74735 -0.03
```

Output
LUMO, eV: -2.417
Spin multiplicity: 1
Charge: +1
Max |F|, eV/A: 5.7
HOMO level, eV: -11.04